No. 1
51
Properties=species:S:1:pos:R:3:forces:R:3 method="wB97M-V/def2-TZVPD" relative_energy_kcal_mol=44.64 e_lumo_ev=0.6759 homo_energy_ev=-7.826 total_charge=0
C -2.780 -5.960 1.293 -0.03 -0.04 -0.05
C -2.320 -4.953 0.284 0.03 0.06 -0.03
C -1.083 -5.088 -0.337 -0.06 0.10 -0.01
C -0.666 -4.172 -1.287 0.15 -0.11 -0.04
C -1.494 -3.119 -1.621 0.23 0.49 -0.49
S -0.921 -1.884 -2.785 0.06 0.13 0.02
O 0.065 -2.474 -3.642 0.11 -0.16 0.30
O -2.055 -1.234 -3.372 -0.12 -0.02 0.33
N -0.141 -0.754 -1.844 -0.41 -0.54 -0.77
C -0.979 0.038 -0.979 -0.52 0.45 0.12
C -0.235 1.305 -0.566 0.10 -0.32 0.25
C 1.083 0.929 0.142 0.10 -0.04 -0.36
N 1.885 2.021 0.630 -0.12 0.17 0.02
C 1.851 2.329 2.032 -0.30 -0.10 0.20
C 0.582 3.045 2.527 0.33 0.14 0.02
C 0.507 4.511 2.112 -0.24 -0.22 -0.13
C 0.658 4.744 0.609 0.20 0.19 0.16
C 2.079 4.484 0.106 -0.18 -0.20 -0.15
C 2.357 3.027 -0.291 0.37 0.09 0.03
C 1.901 0.039 -0.811 -0.38 -0.18 0.28
C 1.088 -1.184 -1.224 0.66 -0.21 -0.03
C -2.727 -2.964 -1.019 -0.17 0.08 0.00
C -3.138 -3.883 -0.069 0.11 0.00 -0.04
H -3.446 -5.505 2.022 -0.04 -0.02 0.08
H -3.326 -6.759 0.791 -0.05 -0.09 0.04
H -1.934 -6.405 1.811 0.02 -0.05 0.07
H -0.443 -5.918 -0.075 0.07 -0.08 0.02
H 0.283 -4.270 -1.791 0.13 -0.09 -0.03
H -1.878 0.279 -1.546 -0.02 0.07 0.21
H -1.264 -0.535 -0.079 0.00 0.04 -0.05
H -0.024 1.890 -1.461 -0.02 0.09 -0.05
H -0.872 1.894 0.094 0.00 0.03 -0.01
H 0.823 0.324 1.020 -0.01 -0.01 -0.02
H 2.727 2.938 2.269 0.06 -0.03 0.13
H 1.951 1.387 2.586 0.09 0.08 0.02
H -0.292 2.510 2.150 -0.06 -0.08 0.04
H 0.555 2.989 3.618 -0.06 -0.06 0.05
H 1.288 5.071 2.633 0.01 0.07 0.04
H -0.456 4.915 2.437 0.04 0.06 0.06
H 0.401 5.786 0.404 -0.05 -0.04 -0.06
H -0.048 4.118 0.062 -0.12 0.00 -0.09
H 2.788 4.803 0.872 0.06 0.06 -0.01
H 2.269 5.096 -0.779 0.11 0.02 0.02
H 3.448 2.922 -0.419 -0.11 0.08 -0.19
H 1.900 2.842 -1.264 0.04 0.01 -0.04
H 2.166 0.603 -1.704 0.06 0.06 -0.08
H 2.820 -0.277 -0.316 0.02 0.00 0.01
H 1.623 -1.780 -1.965 0.11 -0.02 0.18
H 0.881 -1.811 -0.340 0.03 0.02 -0.05
H -3.354 -2.139 -1.317 -0.14 0.08 0.01
H -4.104 -3.773 0.402 -0.10 0.02 0.05



No. 2
60
Properties=species:S:1:pos:R:3:forces:R:3 method="wB97M-V/def2-TZVPD" relative_energy_kcal_mol=72.83 e_lumo_ev=-7.7974 homo_energy_ev=-13.516 total_charge=+2
Ta -0.458 0.265 0.098 -3.82 -1.80 2.60
C 2.003 -0.795 3.544 -0.40 -0.14 -0.04
Se 1.890 0.360 1.979 0.38 0.75 0.31
C 1.608 2.061 2.944 -0.15 -0.20 -0.24
C 0.173 2.194 3.414 -0.02 -0.13 -0.12
Se -1.132 2.197 1.913 0.55 0.39 0.88
C -2.640 1.690 3.040 -0.22 -0.19 0.04
H 2.794 -0.421 4.189 0.06 0.18 -0.12
H 2.284 -1.785 3.195 -0.06 -0.01 -0.10
H 1.062 -0.848 4.086 -0.06 0.01 -0.07
H 1.902 2.875 2.280 0.01 -0.12 -0.02
H 2.284 2.062 3.802 -0.01 -0.04 -0.10
H 0.027 3.121 3.975 -0.07 -0.07 -0.13
H -0.095 1.349 4.053 -0.11 0.09 -0.06
H -2.466 0.703 3.468 0.05 0.10 -0.08
H -3.545 1.676 2.439 0.13 0.04 -0.02
H -2.731 2.437 3.829 0.13 0.02 -0.16
S -1.156 -1.162 2.044 0.38 0.42 -0.71
C -0.886 -2.773 1.391 -0.12 -0.19 -0.30
C -0.441 -3.809 2.198 -0.06 -0.04 -0.18
C -0.163 -5.052 1.633 -0.27 0.37 -0.53
C 0.461 -6.069 2.399 -0.05 -0.04 0.13
N 1.027 -6.868 2.989 0.24 -0.41 0.36
C -0.414 -5.279 0.268 -0.15 0.65 0.38
C -0.885 -4.241 -0.527 -0.08 0.07 0.08
C -1.088 -2.985 0.022 0.01 -0.10 0.47
S -1.566 -1.642 -0.992 0.41 0.62 -0.02
C -0.172 -6.541 -0.337 0.06 0.00 0.04
N 0.014 -7.534 -0.874 0.10 -0.51 -0.25
H -0.297 -3.644 3.254 0.13 -0.06 0.11
H -1.064 -4.410 -1.578 0.01 -0.04 -0.10
C -4.630 0.373 -1.660 -0.07 0.07 0.34
S -4.177 1.554 -0.363 1.21 -0.16 -1.08
C -3.994 3.017 -1.427 -0.17 -0.22 0.31
O -2.713 1.209 0.014 0.12 -0.13 -0.06
H -5.573 0.695 -2.097 -0.10 0.11 0.02
H -4.766 -0.602 -1.200 0.04 -0.02 0.09
H -3.858 0.324 -2.426 0.09 0.11 0.09
H -4.980 3.433 -1.608 -0.20 0.02 0.00
H -3.526 2.767 -2.375 0.05 -0.18 -0.01
H -3.396 3.747 -0.890 0.03 0.00 0.15
C 2.268 3.692 -2.260 -0.17 -0.07 0.21
C 2.735 3.025 -0.984 0.26 0.72 -0.06
O 1.907 1.895 -0.586 0.01 -0.93 -0.76
P 1.561 0.714 -1.625 1.85 1.62 -0.74
O 1.197 -0.430 -0.681 0.39 -0.68 0.14
Te -0.589 1.357 -2.442 0.09 0.11 -0.55
O 2.886 0.434 -2.384 -0.77 0.60 0.59
C 3.065 -0.556 -3.428 0.30 -0.70 -0.90
C 2.740 0.028 -4.788 0.05 0.05 0.39
H 2.945 4.513 -2.482 0.05 0.06 -0.06
H 1.257 4.091 -2.171 0.07 0.01 0.03
H 2.298 2.993 -3.095 0.06 0.05 -0.15
H 2.678 3.711 -0.138 0.07 -0.10 -0.07
H 3.759 2.669 -1.094 -0.06 -0.08 0.14
H 2.455 -1.435 -3.206 0.04 0.10 0.09
H 4.119 -0.836 -3.351 -0.24 0.05 0.02
H 1.689 0.320 -4.853 0.06 -0.03 -0.07
H 2.942 -0.724 -5.546 -0.04 -0.08 -0.10
H 3.374 0.889 -4.990 -0.02 0.06 -0.04



No. 3
55
Properties=species:S:1:pos:R:3:forces:R:3 method="wB97M-V/def2-TZVPD" s2=0.7549 relative_energy_kcal_mol=29.94 spin_multiplicity=2 e_lumo_ev="-7.3035 / -7.8860" homo_energy_ev="-14.683 / -14.693" total_charge=+2
Pt -1.075 -0.397 0.683 -0.38 -0.95 -1.42
C -0.735 -0.169 3.547 -0.10 -0.11 0.00
N -1.825 -0.516 2.591 0.22 0.66 0.12
C -2.985 0.387 2.824 0.05 -0.09 0.07
C -2.206 -1.953 2.746 -0.07 0.11 -0.03
C -3.084 -2.322 1.578 0.03 -0.11 -0.06
N -2.360 -1.963 0.314 -0.15 0.20 0.19
C -3.332 -1.606 -0.757 0.06 -0.16 0.06
C -1.528 -3.120 -0.145 -0.13 0.02 0.12
H -1.091 -0.317 4.568 0.02 0.00 0.01
H -0.461 0.874 3.402 0.03 -0.01 0.00
H 0.125 -0.806 3.350 0.02 0.01 0.02
H -3.405 0.181 3.810 -0.01 0.01 0.00
H -3.741 0.252 2.058 0.00 0.03 -0.01
H -2.633 1.413 2.797 -0.02 0.01 0.02
H -2.713 -2.101 3.701 -0.02 0.03 0.00
H -1.283 -2.533 2.756 -0.01 -0.02 -0.02
H -4.028 -1.782 1.592 0.01 0.02 0.04
H -3.314 -3.387 1.574 0.00 0.00 -0.01
H -3.983 -2.466 -0.923 -0.02 0.02 -0.03
H -2.780 -1.377 -1.664 -0.02 0.01 -0.01
H -3.911 -0.741 -0.449 -0.02 0.00 -0.02
H -2.206 -3.951 -0.343 0.05 -0.04 -0.01
H -0.815 -3.390 0.630 0.02 -0.02 -0.01
H -0.997 -2.842 -1.048 0.01 -0.01 -0.01
O -2.319 1.026 -0.459 -0.73 0.30 0.49
N -1.797 2.247 -0.659 0.73 -0.17 -0.27
C -1.369 3.000 0.367 -0.13 0.08 -0.03
C -0.611 4.125 0.135 -0.18 0.01 -0.01
C -0.322 4.489 -1.172 0.00 0.11 -0.01
C -0.838 3.737 -2.216 -0.20 0.05 0.04
C -1.589 2.617 -1.935 0.06 -0.03 0.01
H -1.682 2.679 1.347 0.16 -0.13 0.02
H -0.269 4.709 0.977 0.01 0.02 -0.01
H 0.265 5.374 -1.374 0.05 -0.03 0.00
H -0.675 4.010 -3.248 0.00 0.02 0.00
H -2.045 1.980 -2.677 0.14 -0.11 0.00
C 6.526 -0.056 -2.864 0.02 -0.01 -0.01
C 5.178 -0.194 -2.227 -0.05 -0.03 0.03
C 4.014 0.120 -2.932 0.01 0.01 -0.01
C 2.771 0.012 -2.341 -0.01 -0.03 -0.02
C 2.703 -0.440 -1.025 -0.01 0.30 -0.06
C 3.845 -0.767 -0.290 0.00 -0.07 -0.06
C 5.072 -0.645 -0.906 -0.01 0.02 -0.03
S 1.195 -0.506 -0.227 -0.12 -0.31 0.69
O 0.761 0.804 0.411 0.06 -0.07 0.38
O 1.189 -1.531 0.825 0.46 0.13 -0.41
O 0.030 -0.758 -1.166 0.16 0.27 0.24
H 6.453 0.304 -3.888 0.00 0.01 0.00
H 7.046 -1.015 -2.873 0.00 0.00 0.01
H 7.142 0.640 -2.293 0.01 0.00 -0.01
H 4.087 0.451 -3.959 0.01 0.01 0.00
H 1.872 0.251 -2.893 -0.01 0.01 0.02
H 3.764 -1.123 0.727 -0.01 0.00 0.01
H 5.968 -0.908 -0.359 0.01 0.02 0.00



No. 4
54
Properties=species:S:1:pos:R:3:forces:R:3 method="wB97M-V/def2-TZVPD" relative_energy_kcal_mol=3.30 e_lumo_ev=0.6063 homo_energy_ev=-8.012 total_charge=0
C -6.391 -1.360 0.419 -0.18 0.14 0.04
C -6.279 -0.275 1.483 -0.13 -0.15 -0.19
C -4.866 -0.124 2.010 0.29 0.55 -0.55
S -3.860 0.900 0.893 -0.06 -0.45 0.43
O -2.636 1.214 1.585 0.03 -0.25 0.03
O -4.655 2.000 0.428 -0.25 -0.06 -0.26
N -3.574 -0.131 -0.405 -0.28 0.73 0.82
C -3.700 0.468 -1.719 -0.18 0.60 -0.34
C -2.459 1.276 -2.090 -0.03 -0.26 -0.09
C -1.222 0.386 -2.002 -0.02 0.23 0.15
C -1.104 -0.204 -0.589 0.00 -0.33 -0.14
C 0.066 -1.177 -0.541 -0.22 0.39 0.05
O -0.076 -2.357 -0.811 -0.21 -0.33 -0.13
N 1.280 -0.677 -0.219 0.33 -0.04 0.03
C 1.571 0.688 0.167 0.02 0.31 0.12
C 3.021 1.040 -0.159 -0.05 0.19 -0.09
N 3.932 0.157 0.534 -0.31 0.05 0.02
C 5.284 0.319 0.452 0.36 0.06 0.10
C 5.875 1.442 -0.154 -0.09 0.02 -0.06
C 7.249 1.543 -0.156 0.01 -0.17 0.08
C 8.015 0.541 0.430 0.06 0.08 -0.04
C 7.342 -0.527 0.993 0.25 0.09 -0.06
N 6.027 -0.643 1.009 -0.24 -0.04 0.04
C 3.376 -1.114 0.947 -0.13 -0.34 -0.05
C 2.394 -1.608 -0.104 0.13 -0.31 0.09
C -2.398 -0.957 -0.255 0.56 -0.34 0.29
H -6.131 -2.331 0.835 0.04 -0.14 -0.01
H -5.720 -1.148 -0.408 -0.05 -0.11 -0.09
H -7.409 -1.411 0.040 -0.09 -0.07 -0.06
H -6.952 -0.510 2.311 0.08 0.09 0.02
H -6.580 0.687 1.065 -0.16 -0.02 0.13
H -4.834 0.409 2.957 0.12 0.07 0.05
H -4.349 -1.074 2.109 0.12 -0.13 0.09
H -4.581 1.110 -1.689 0.01 -0.10 -0.24
H -3.861 -0.340 -2.440 -0.03 0.00 0.07
H -2.369 2.109 -1.389 0.01 0.10 -0.06
H -2.568 1.678 -3.098 -0.01 0.06 0.01
H -0.326 0.958 -2.254 0.04 -0.05 -0.05
H -1.306 -0.436 -2.718 0.07 -0.03 -0.05
H -0.993 0.593 0.147 0.07 -0.04 -0.11
H 0.927 1.379 -0.377 0.05 -0.01 0.07
H 1.393 0.829 1.241 0.00 0.09 -0.09
H 3.199 2.074 0.157 -0.06 -0.05 -0.10
H 3.171 0.983 -1.248 -0.02 0.08 0.05
H 5.276 2.210 -0.615 -0.07 0.06 -0.04
H 7.726 2.397 -0.616 0.01 0.06 -0.03
H 9.091 0.592 0.443 0.09 -0.02 0.02
H 7.876 -1.345 1.460 0.14 -0.01 0.01
H 2.869 -1.008 1.913 0.05 -0.12 -0.01
H 4.205 -1.812 1.066 -0.27 0.03 0.02
H 2.901 -1.703 -1.072 0.01 -0.09 0.08
H 1.987 -2.587 0.160 0.12 0.12 -0.04
H -2.363 -1.299 0.781 0.10 -0.22 -0.07
H -2.493 -1.830 -0.907 -0.02 0.07 0.11



No. 5
54
Properties=species:S:1:pos:R:3:forces:R:3 method="wB97M-V/def2-TZVPD" e_lumo_ev=-3.6457 homo_energy_ev=-11.493 total_charge=+1
N -1.376 -2.546 -0.141 -1.37 0.49 -0.72
C -1.549 -1.765 -1.268 0.17 0.21 -0.23
N -1.013 -2.185 -2.381 0.22 -0.26 0.08
N -2.198 -0.543 -1.299 0.33 -0.40 1.10
C -1.269 0.526 -0.753 0.34 0.35 -0.67
C -0.526 1.294 -1.859 0.29 0.11 0.27
C 0.995 1.332 -1.641 -0.42 0.24 0.13
C 1.388 2.035 -0.330 0.38 -0.19 0.02
O 0.344 2.901 0.101 0.00 -0.03 0.11
C -3.528 -0.582 -0.637 0.00 -0.03 -0.08
C -4.573 0.102 -1.525 -0.37 0.05 0.21
C -4.128 1.509 -1.877 0.11 -0.08 0.03
O -3.368 1.752 -2.765 0.00 -0.01 -0.02
O -4.527 2.480 -1.022 -0.26 0.14 -0.19
H -1.886 -3.420 -0.255 0.55 -0.31 0.22
H -1.728 -2.067 0.682 0.06 -0.09 0.05
H -0.473 -3.041 -2.404 0.15 0.15 0.04
H -1.066 -1.629 -3.224 -0.31 0.05 0.06
H -0.528 0.069 -0.083 -0.20 -0.03 0.08
H -1.868 1.214 -0.158 -0.05 -0.12 -0.02
H -0.759 0.872 -2.838 -0.04 -0.01 0.06
H -0.887 2.322 -1.858 -0.08 -0.13 -0.18
H 1.434 1.854 -2.495 0.05 -0.14 0.08
H 1.393 0.312 -1.602 0.10 0.08 -0.19
H 1.603 1.287 0.447 -0.13 0.05 -0.03
H 2.318 2.597 -0.461 -0.09 -0.06 0.00
H 0.632 3.309 0.928 0.04 0.03 -0.17
H -3.488 -0.110 0.351 0.04 0.03 -0.11
H -3.844 -1.618 -0.478 0.05 0.09 -0.10
H -4.745 -0.471 -2.436 0.17 0.07 0.00
H -5.513 0.128 -0.962 0.06 -0.07 -0.08
H -5.407 2.290 -0.669 0.21 -0.04 0.18
N 3.518 4.281 1.190 -0.10 0.01 0.00
C 4.587 4.282 1.985 -0.02 -0.04 0.00
C 5.390 5.393 2.189 0.00 0.01 -0.01
C 5.067 6.570 1.532 0.01 0.01 0.00
C 3.959 6.585 0.701 0.02 0.00 0.01
C 3.221 5.420 0.565 -0.02 -0.03 -0.01
H 4.810 3.344 2.481 0.02 0.01 0.02
H 6.245 5.335 2.847 0.00 -0.01 0.00
H 5.669 7.459 1.665 0.00 0.00 0.00
H 3.670 7.480 0.168 -0.01 0.00 -0.01
H 2.346 5.395 -0.077 0.00 0.03 -0.01
N 0.571 -7.907 2.455 0.00 0.02 -0.01
C 0.507 -6.788 3.171 0.01 -0.04 0.02
C 0.145 -5.558 2.640 -0.02 0.03 -0.02
C -0.164 -5.492 1.291 0.02 -0.13 0.03
C -0.100 -6.651 0.533 -0.02 0.05 0.00
C 0.271 -7.830 1.162 0.01 -0.04 0.02
H 0.759 -6.883 4.221 -0.01 0.03 0.01
H 0.110 -4.681 3.271 0.01 -0.01 0.01
H -0.441 -4.551 0.838 0.12 -0.02 0.05
H -0.330 -6.650 -0.525 0.01 -0.02 0.00
H 0.333 -8.758 0.606 -0.01 0.01 -0.02



No. 6
55
Properties=species:S:1:pos:R:3:forces:R:3 method="wB97M-V/def2-TZVPD" s2=0.7532 relative_energy_kcal_mol=0.00 spin_multiplicity=2 e_lumo_ev="-6.8372 / -6.6688" homo_energy_ev="-14.324 / -14.344" total_charge=+2
Ti -0.264 -0.154 -0.106 0.00 1.62 -1.47
P -1.385 1.407 1.531 -0.73 -0.06 -0.39
C -2.417 1.642 0.015 -0.78 -1.42 -0.13
C -1.639 2.222 -1.128 0.13 0.13 0.07
N -0.528 1.502 -1.435 -0.28 -0.22 -0.29
C 0.188 1.788 -2.546 -0.04 0.30 0.12
C -0.094 2.931 -3.285 0.09 -0.30 -0.09
C -1.180 3.726 -2.937 0.06 -0.01 0.16
C -1.976 3.359 -1.856 -0.15 -0.27 0.37
C 1.285 0.825 -2.932 0.24 0.15 0.00
P 1.055 -0.822 -2.133 0.63 -0.09 -0.73
H -2.854 3.927 -1.549 0.23 -0.10 -0.24
H 0.542 3.160 -4.136 -0.23 0.05 0.08
H -1.413 4.622 -3.509 0.05 -0.18 0.10
H 1.310 0.686 -4.024 0.05 0.19 0.31
H 2.271 1.214 -2.624 -0.32 -0.06 -0.14
H -2.656 0.456 -0.215 -0.24 3.58 0.33
H -3.309 2.224 0.292 0.13 -0.26 -0.37
H -1.090 -6.627 -1.533 -0.47 -1.09 0.09
O -1.906 -1.053 -0.192 1.21 -1.30 0.03
H -2.210 -1.848 -0.653 -0.04 0.09 0.05
H -0.760 -1.600 1.040 -0.33 -2.28 1.93
O -0.692 -5.788 -1.690 0.44 1.62 0.50
H -0.740 -5.332 -0.829 0.04 -0.49 -0.57
C 0.400 -1.847 -3.476 -0.34 -0.27 0.05
H 1.157 -1.970 -4.262 -0.21 0.06 0.23
H 0.127 -2.832 -3.071 0.06 0.17 -0.25
H -0.496 -1.376 -3.900 0.17 -0.16 0.08
C 2.742 -1.420 -1.873 0.20 -0.22 0.17
H 2.696 -2.276 -1.186 0.17 0.15 -0.23
H 3.191 -1.737 -2.824 -0.05 0.11 0.28
H 3.351 -0.632 -1.412 -0.11 -0.25 -0.08
C -1.016 3.031 2.202 0.43 0.29 0.29
H -1.880 3.424 2.755 0.23 -0.06 -0.21
H -0.166 2.914 2.889 -0.24 0.26 -0.10
H -0.729 3.726 1.403 -0.02 -0.14 0.20
C -2.614 0.674 2.638 0.06 -0.15 0.45
H -2.078 0.104 3.408 -0.33 0.12 -0.02
H -3.198 1.473 3.114 0.06 -0.29 -0.08
H -3.283 -0.004 2.090 0.26 0.18 0.15
O 0.812 -4.032 3.273 0.31 0.99 0.08
C 1.685 -3.074 3.675 -0.37 -0.23 -0.06
C 2.511 -3.371 4.755 0.33 0.12 0.28
C 3.447 -2.435 5.196 -0.52 -0.51 -0.32
C 3.619 -1.220 4.521 -0.13 0.77 -0.69
C 2.829 -0.907 3.421 0.36 -0.46 0.70
C 1.811 -1.809 3.019 0.33 -0.79 0.39
C 0.979 -1.459 1.944 -0.55 0.57 -0.68
O 1.237 -0.534 1.109 0.19 -0.42 0.49
O -0.214 -2.079 1.779 0.18 1.08 -0.92
H 0.204 -3.626 2.629 0.05 -0.56 0.28
H 2.401 -4.339 5.244 0.01 0.30 -0.14
H 4.053 -2.667 6.070 -0.09 0.06 -0.23
H 4.375 -0.509 4.853 -0.22 -0.24 -0.07
H 2.945 0.018 2.863 0.05 -0.11 0.23



no.,molar mass (g mol⁻¹)
1,336.501
2,930.075
3,577.584
4,380.514
5,362.454
6,448.239